Molecular formula: C6H12O
Method: DFT, ωB97M-V/def2-TZVPD

Output
Kohn-Sham gap = 10.95 eV
SMILES = C[C@@H]1C[C@@H]1[C@@H](C)O
Relative energy (zero: lowest compared OMol25 entry of this formula, charge and spin) = 123.74 kJ/mol
Energy = -8463.071 eV
E_LUMO = 1.0 eV

The geometry in ORCA input format:
```
! RIJCOSX wB97M-V def2-TZVPD def2/J DEFGRID3
* xyz 0 1
C -1.722 -1.090 -0.302
C -1.486 0.361 0.037
C -0.741 1.177 -0.974
C -0.094 0.875 0.349
C 0.989 -0.162 0.639
C 2.121 -0.331 -0.360
O 1.594 0.138 1.892
H -0.954 -1.502 -0.965
H -2.671 -1.127 -0.847
H -1.796 -1.750 0.568
H -2.323 0.825 0.554
H -0.395 0.663 -1.869
H -1.065 2.198 -1.153
H -0.045 1.737 1.015
H 0.471 -1.135 0.699
H 1.747 -0.412 -1.387
H 2.651 -1.258 -0.118
H 2.839 0.493 -0.300
H 0.879 0.300 2.522
*
```